No. 1
A 8-piece molecular cluster, C21H67NO28P7 overall, computed with ωB97M-V/def2-TZVPD.

Positions of all 124 atoms, in Å:
P1 -12.510 16.774 7.061
P2 -15.124 20.119 4.005
P3 -10.810 20.814 9.507
P4 -15.720 20.947 11.509
P5 -17.309 23.944 8.205
P6 -12.302 26.014 11.393
P7 -11.872 23.765 5.356
O1 -11.864 26.998 10.157
O2 -16.565 22.329 11.552
O3 -18.824 23.322 8.256
O4 -14.737 20.849 10.340
O5 -14.573 20.251 5.312
O6 -13.110 18.204 7.706
O7 -9.609 19.841 9.743
O8 -15.028 20.879 12.930
O9 -17.448 25.407 8.951
O10 -12.953 22.880 5.804
O11 -14.486 20.984 2.744
O12 -12.457 24.750 4.171
O13 -12.276 15.902 8.394
O14 -10.949 17.057 6.652
O15 -13.459 16.145 6.126
O16 -15.141 18.640 3.420
O17 -11.218 24.821 6.447
O18 -11.224 21.230 8.170
O19 -13.510 26.374 12.131
O20 -10.637 22.972 4.723
O21 -12.224 24.497 10.818
O22 -17.072 24.490 6.691
O23 -11.049 26.127 12.372
O24 -16.632 20.573 3.932
O25 -12.088 20.132 10.320
O26 -10.352 22.039 10.434
O27 -16.180 23.012 8.676
O28 -16.946 19.863 11.589
N1 -14.026 21.343 7.760
C1 -9.834 16.209 6.738
C2 -17.603 20.007 4.798
C3 -14.242 22.408 2.806
C4 -12.172 28.399 10.147
C5 -15.745 24.746 6.324
C6 -15.802 23.545 11.824
C7 -11.740 16.405 9.575
C8 -8.913 19.301 8.559
C9 -17.947 20.012 12.620
C10 -14.457 18.202 8.161
C11 -9.009 22.632 10.158
C12 -16.282 26.246 9.219
C13 -11.650 25.252 3.145
C14 -12.812 24.059 9.597
C15 -10.821 27.226 13.182
C16 -19.327 22.631 7.126
C17 -14.872 19.623 13.433
C18 -11.984 20.162 11.764
C19 -13.945 17.805 3.438
C20 -10.687 21.723 4.051
C21 -10.117 25.557 6.063
H1 -13.376 18.331 4.206
H2 -13.167 21.133 8.248
H3 -11.380 28.974 9.667
H4 -10.485 21.676 2.981
H5 -9.469 25.076 5.330
H6 -10.973 20.426 12.074
H7 -13.149 28.529 9.681
H8 -9.846 27.626 12.903
H9 -11.170 17.330 9.485
H10 -13.924 19.622 13.970
H11 -11.611 21.161 4.190
H12 -18.956 20.140 12.228
H13 -13.098 24.911 8.982
H14 -11.676 26.338 3.237
H15 -15.039 17.296 8.328
H16 -10.586 25.032 3.065
H17 -16.238 24.390 11.290
H18 -8.965 16.815 6.994
H19 -12.170 24.891 2.257
H20 -10.284 26.585 5.742
H21 -17.837 20.762 13.403
H22 -15.824 25.756 5.920
H23 -12.023 23.470 9.129
H24 -18.056 19.065 13.148
H25 -13.709 22.107 7.181
H26 -14.632 18.579 9.169
H27 -12.271 28.826 11.145
H28 -8.363 18.376 8.733
H29 -16.140 26.890 8.351
H30 -18.061 20.847 5.321
H31 -17.061 19.383 5.509
H32 -13.757 23.560 9.814
H33 -9.571 15.646 5.842
H34 -14.656 22.939 1.949
H35 -14.835 18.922 12.599
H36 -12.553 16.571 10.281
H37 -10.665 26.929 14.219
H38 -8.173 19.986 8.146
H39 -10.960 15.798 10.035
H40 -10.003 15.512 7.559
H41 -15.060 24.576 7.155
H42 -15.545 19.188 14.172
H43 -8.291 21.970 10.642
H44 -19.352 21.580 7.416
H45 -8.991 23.683 10.444
H46 -15.537 24.096 5.475
H47 -13.455 17.874 2.467
H48 -11.543 28.041 13.132
H49 -16.252 26.949 10.052
H50 -8.743 22.656 9.101
H51 -9.306 25.651 6.785
H52 -20.366 22.959 7.083
H53 -12.245 19.177 12.151
H54 -15.009 18.812 7.446
H55 -9.559 18.994 7.736
H56 -14.249 20.642 7.068
H57 -14.769 21.727 8.326
H58 -15.293 25.788 9.252
H59 -15.922 23.875 12.856
H60 -12.402 21.044 12.249
H61 -13.171 22.586 2.707
H62 -14.784 23.624 11.442
H63 -14.293 16.811 3.718
H64 -14.625 22.749 3.768
H65 -18.220 19.279 4.272
H66 -18.994 22.882 6.119
H67 -9.968 21.033 4.493

Properties
HOMO level (alpha / beta) (eV): -14.4 / -14.4
Total charge: +2
Frontier orbital gap (alpha / beta) (eV): 9.882 / 2.525
Multiplicity: 2
LUMO level (alpha / beta) (Eh): -0.164 / -0.435

Atomic partial charges in e from the Mulliken method, atoms 1 to 99:
1 P 0.81
2 P -0.64
3 P -0.86
4 P -0.12
5 P 0.27
6 P 0.66
7 P -0.17
8 O -0.10
9 O -0.37
10 O -0.26
11 O 0.78
12 O 0.28
13 O 0.54
14 O -0.23
15 O -0.22
16 O -0.26
17 O -0.36
18 O -0.42
19 O -0.22
20 O -0.42
21 O -0.14
22 O -0.75
23 O -0.35
24 O 0.02
25 O 0.61
26 O -0.80
27 O -0.28
28 O 0.16
29 O -0.18
30 O -0.36
31 O -0.32
32 O 0.15
33 O -0.02
34 O 0.03
35 O -0.37
36 N 3.84
37 C -0.73
38 C -0.09
39 C 0.46
40 C -0.62
41 C 0.06
42 C -0.57
43 C -0.66
44 C -0.60
45 C -0.92
46 C -0.49
47 C -0.90
48 C -0.43
49 C -0.85
50 C -0.23
51 C -0.74
52 C -0.90
53 C -0.87
54 C -0.97
55 C -0.29
56 C -0.53
57 C -0.88
58 H -0.07
59 H -0.85
60 H 0.27
61 H 0.35
62 H 0.29
63 H 0.49
64 H 0.21
65 H 0.30
66 H 0.11
67 H 0.32
68 H 0.01
69 H 0.31
70 H 0.39
71 H 0.30
72 H 0.55
73 H 0.36
74 H 0.06
75 H 0.19
76 H 0.31
77 H 0.32
78 H 0.38
79 H 0.41
80 H 0.08
81 H 0.34
82 H 0.15
83 H -0.02
84 H 0.24
85 H 0.32
86 H 0.41
87 H -0.22
88 H 0.11
89 H -0.26
90 H 0.30
91 H 0.45
92 H 0.35
93 H 0.29
94 H 0.29
95 H 0.39
96 H 0.42
97 H 0.34
98 H -0.14
99 H 0.31

---

No. 2
C48H52KN11O3S3Si as an isolated structure, computed with ωB97M-V/def2-TZVPD.

Positions of all 119 atoms, in Å:
K1 0.284 0.259 0.463
S1 7.011 -2.278 1.963
S2 3.515 2.093 0.984
S3 1.425 -1.708 -3.096
Si1 -1.998 2.310 -2.436
O1 -0.876 1.891 -1.425
O2 -0.796 -2.133 1.236
O3 3.098 0.251 3.036
N1 0.798 -3.667 -0.647
N2 2.844 -1.434 0.324
N3 2.531 1.658 -3.028
N4 2.794 1.473 3.402
N5 -0.022 -3.558 -1.754
N6 -1.328 0.019 2.649
N7 -1.729 -4.019 -3.105
N8 7.851 -6.272 -0.149
N9 -0.838 -3.187 -3.704
N10 -1.761 -1.193 3.107
N11 -0.423 2.409 1.834
C1 6.935 -5.033 1.687
C2 -3.316 -5.004 4.183
C3 2.103 4.053 4.142
C4 2.326 1.735 4.643
C5 -4.121 1.084 -4.011
C6 -1.443 -5.884 3.048
C7 -2.380 0.891 4.671
C8 2.036 3.002 5.043
C9 -1.123 4.586 -5.917
C10 -0.082 5.342 -5.452
C11 -2.698 0.838 -3.474
C12 7.901 -3.864 -0.146
C13 4.275 -2.160 2.109
C14 2.507 3.802 2.871
C15 -1.368 2.376 2.764
C16 0.184 -2.811 -2.888
C17 -3.499 3.166 -1.586
C18 -1.204 -4.248 -1.958
C19 -1.906 -3.537 2.824
C20 5.214 -1.529 0.006
C21 -3.655 2.915 -0.204
C22 -1.442 -2.178 2.311
C23 -1.669 1.019 3.377
C24 3.028 -1.867 1.572
C25 7.304 -3.839 1.104
C26 2.919 2.509 2.465
C27 -3.019 -3.746 3.642
C28 -5.602 4.328 -0.114
C29 -1.801 3.712 -5.045
C30 -0.870 4.679 1.294
C31 -2.130 3.519 2.984
C32 -1.821 0.315 -4.638
C33 -1.819 -5.215 -0.992
C34 -1.905 4.654 2.222
C35 -1.148 -4.647 2.481
C36 -0.143 3.515 1.175
C37 -4.712 3.458 0.531
C38 0.293 5.261 -4.125
C39 -2.817 -0.343 -2.484
C40 -2.470 -6.067 3.928
C41 8.076 -5.118 -0.749
C42 -0.320 4.360 -3.278
C43 3.922 -1.260 -0.442
C44 7.251 -6.215 1.046
C45 -5.468 4.573 -1.458
C46 5.392 -1.983 1.321
C47 -1.373 3.563 -3.723
C48 -4.406 4.027 -2.182
H1 0.064 4.230 -2.263
H2 -2.316 -0.546 -5.127
H3 -3.662 -2.946 3.966
H4 -4.808 1.481 -3.263
H5 6.409 -5.012 2.629
H6 -2.645 -7.000 4.438
H7 -0.858 -0.043 -4.312
H8 -2.900 3.498 3.736
H9 -3.459 0.612 4.551
H10 1.644 -3.189 -0.894
H11 3.716 -0.953 -1.478
H12 0.395 -3.093 0.076
H13 -0.754 -6.733 2.885
H14 1.179 5.838 -3.802
H15 -2.496 5.548 2.302
H16 -6.451 4.740 0.419
H17 2.601 4.572 2.140
H18 1.708 3.206 6.066
H19 -1.163 -2.611 -4.482
H20 -4.472 0.118 -4.356
H21 2.877 2.080 -2.175
H22 8.456 -5.176 -1.761
H23 -4.315 4.210 -3.242
H24 1.834 5.070 4.434
H25 -1.834 -0.748 -2.193
H26 8.134 -2.906 -0.629
H27 -4.116 1.783 -4.837
H28 7.028 -7.169 1.508
H29 -2.327 1.796 5.300
H30 -0.287 -4.574 1.838
H31 -3.353 -0.105 -1.571
H32 0.448 6.010 -6.097
H33 -1.072 -5.962 -0.640
H34 1.892 2.352 -3.435
H35 -4.857 3.273 1.619
H36 -1.405 4.641 -6.992
H37 -0.648 5.545 0.712
H38 4.278 -2.434 3.162
H39 -4.134 -5.095 4.880
H40 -2.616 3.119 -5.439
H41 -1.896 0.093 5.182
H42 -2.943 2.279 0.342
H43 6.037 -1.307 -0.677
H44 -2.645 -5.758 -1.501
H45 1.826 0.966 -2.680
H46 -3.358 -1.167 -2.967
H47 -1.632 1.049 -5.440
H48 -2.233 -4.665 -0.147
H49 2.132 -1.985 2.207
H50 0.652 3.326 0.447
H51 2.225 0.844 5.267
H52 -6.197 5.252 -1.936

Properties
HOMO level (eV): -2.0
Total charge: -2
Frontier orbital gap (eV): 5.697
Multiplicity: 1
Relative energy (zero: lowest compared OMol25 entry of this formula, charge and spin) (kJ/mol): 0.00
LUMO level (Eh): 0.135

Atomic partial charges in e from the Mulliken method, atoms 1 to 99:
1 K 0.54
2 S -0.14
3 S -0.34
4 S -0.42
5 Si -1.62
6 O 0.75
7 O -0.28
8 O -0.44
9 N -1.02
10 N 0.42
11 N -0.80
12 N 0.16
13 N 0.56
14 N 1.32
15 N -0.98
16 N -0.63
17 N 0.28
18 N -1.13
19 N 1.09
20 C -0.21
21 C -0.59
22 C -0.11
23 C -0.08
24 C -2.07
25 C -0.69
26 C -1.82
27 C -0.77
28 C -0.80
29 C -0.42
30 C 2.58
31 C -0.05
32 C -0.42
33 C -0.91
34 C 0.06
35 C -0.02
36 C 0.10
37 C 1.10
38 C 0.05
39 C -0.52
40 C -0.35
41 C -0.37
42 C 0.26
43 C -0.10
44 C 0.25
45 C 0.17
46 C -0.27
47 C -0.53
48 C 0.17
49 C -1.08
50 C -0.93
51 C -1.43
52 C -0.88
53 C -0.67
54 C 0.00
55 C -0.29
56 C -0.44
57 C -0.59
58 C -1.79
59 C -0.42
60 C -0.35
61 C -0.47
62 C -0.38
63 C -0.39
64 C -0.66
65 C 0.06
66 C 0.51
67 C 0.20
68 H 0.27
69 H 0.38
70 H 0.41
71 H 0.39
72 H 0.37
73 H 0.38
74 H 0.17
75 H 0.46
76 H 0.19
77 H 0.27
78 H 0.12
79 H 0.35
80 H 0.30
81 H 0.30
82 H 0.41
83 H 0.35
84 H 0.43
85 H 0.32
86 H 0.35
87 H 0.56
88 H 0.31
89 H 0.35
90 H 0.34
91 H 0.35
92 H -0.04
93 H 0.34
94 H 0.32
95 H 0.35
96 H 0.51
97 H 0.40
98 H 0.36
99 H 0.38

---

No. 3
C6H12N4O4 in the gas phase, computed with ωB97M-V/def2-TZVPD.

Positions of all 26 atoms, in Å:
O1 -3.143 -0.776 -0.524
O2 -1.550 -2.297 1.008
O3 1.893 2.163 0.275
O4 2.264 -1.904 -1.295
N1 -0.639 -1.578 0.611
N2 1.317 0.061 -0.388
N3 1.592 -1.313 -0.155
N4 0.431 -2.115 0.248
C1 3.475 0.404 0.745
C2 -2.662 1.569 -0.519
C3 -0.049 0.390 -0.624
C4 -2.511 0.248 0.222
C5 2.189 0.987 0.177
C6 -0.970 -0.092 0.484
H1 -2.962 0.313 1.293
H2 -0.473 -0.013 -1.518
H3 -2.886 -1.608 0.043
H4 -0.587 0.300 1.530
H5 4.003 1.226 1.317
H6 -0.129 1.522 -0.700
H7 -3.718 1.971 -0.308
H8 -2.302 1.523 -1.574
H9 1.958 -2.760 -1.232
H10 4.162 0.139 -0.105
H11 -1.992 2.230 -0.144
H12 3.287 -0.589 1.132

Properties
HOMO level (eV): -9.3
Structure (SMILES): CC(=O)N1C[C@@H]([C@@H](C)O)[N+]([O-])=NN1O
Frontier orbital gap (eV): 9.355
Multiplicity: 1
Relative energy (zero: lowest compared OMol25 entry of this formula, charge and spin) (kJ/mol): 482.45
LUMO level (Eh): 0.000

How positive or negative is each atom? The Mulliken charges in e answer that:
1 O -0.59
2 O -0.84
3 O -0.61
4 O -0.42
5 N 1.25
6 N 0.38
7 N 0.20
8 N -1.10
9 C -1.11
10 C -1.56
11 C -1.30
12 C 0.41
13 C 0.78
14 C 0.23
15 H 0.26
16 H 0.33
17 H 0.43
18 H 0.20
19 H 0.33
20 H 0.49
21 H 0.32
22 H 0.37
23 H 0.37
24 H 0.28
25 H 0.53
26 H 0.35

---

No. 4
A 2-piece molecular cluster, C6H9IN2P2 overall, computed with ωB97M-V/def2-TZVPD.

Positions of all 20 atoms, in Å:
I1 -5.560 -0.394 -0.071
P1 2.812 2.194 0.432
P2 4.533 -0.419 0.076
N1 2.810 -0.175 -0.419
N2 2.221 0.985 -0.393
C1 -0.682 -0.480 0.035
C2 -3.441 -0.433 -0.061
C3 -2.794 -1.639 0.268
C4 -1.354 0.683 -0.245
C5 -2.806 0.718 -0.372
C6 -1.370 -1.699 0.166
H1 -3.282 1.522 -0.820
H2 1.616 2.810 0.385
H3 5.114 0.846 -0.333
H4 -0.740 1.553 -0.259
H5 -3.396 -2.529 0.565
H6 2.410 -0.854 -0.931
H7 -0.874 -2.623 0.520
H8 4.372 0.449 1.175
H9 0.410 -0.515 0.280

Properties
HOMO level (eV): -8.9
Structure (SMILES): [H]/P=N/NP.Ic1ccccc1
Frontier orbital gap (eV): 8.968
Multiplicity: 1
Relative energy (zero: lowest compared OMol25 entry of this formula, charge and spin) (kJ/mol): 0.00
LUMO level (Eh): 0.004

How positive or negative is each atom? The Mulliken charges in e answer that:
1 I 0.05
2 P -0.05
3 P -0.11
4 N -0.22
5 N 0.00
6 C -0.08
7 C 0.17
8 C -0.34
9 C -0.24
10 C -0.61
11 C -0.63
12 H 0.44
13 H -0.01
14 H 0.07
15 H 0.35
16 H 0.30
17 H 0.26
18 H 0.32
19 H 0.06
20 H 0.27